1.
ORCA calculation (ωB97M-V/def2-TZVPD) on a structure of composition C29H50EuP2 in a non-equilibrium geometry.

The geometry in XYZ format:
```
82
Properties=species:S:1:pos:R:3:forces:R:3:mulliken_spin:R:1
Eu -0.391773 -1.038465 -0.125351 1.14 4.07 1.94 3.60
C 2.784120 2.091818 0.576404 0.13 0.27 -0.20 0.55
C 2.744247 2.212419 -0.840926 0.22 0.00 0.11 0.60
C 0.894291 3.270422 0.011307 -0.53 -0.24 -0.20 0.28
C 1.631235 2.741136 1.097301 -0.03 -0.24 0.12 0.22
C 1.564350 2.921545 -1.191819 0.28 0.20 0.03 0.21
C 3.868647 1.470240 1.372316 0.09 -0.25 0.18 -0.07
H 4.316446 0.622979 0.837292 -0.10 0.22 0.11 0.04
H 3.479791 1.109876 2.332722 0.15 0.06 -0.20 0.04
H 4.675603 2.189852 1.594296 -0.25 -0.11 -0.13 -0.01
C 1.193247 2.796257 2.503697 0.26 0.14 0.37 0.01
H 1.980227 2.447927 3.178585 -0.18 0.07 -0.05 -0.01
H 0.293830 2.174679 2.641997 0.16 0.11 -0.18 0.06
H 0.932099 3.826759 2.782246 0.00 -0.20 -0.03 0.02
C -0.410203 3.945414 0.126088 0.16 0.63 -0.11 0.02
H -0.402793 4.648128 0.970315 -0.08 -0.16 -0.16 0.01
H -1.194655 3.201092 0.318922 0.14 -0.04 0.01 0.03
H -0.653788 4.496298 -0.786200 -0.02 -0.05 0.17 0.00
C 1.142891 3.288264 -2.560233 -0.34 0.00 -0.21 0.01
H 1.787690 4.069358 -2.995259 -0.06 -0.24 0.17 0.02
H 0.115051 3.665516 -2.549272 0.24 -0.10 -0.12 0.01
H 1.173938 2.414020 -3.224478 0.03 0.18 0.13 0.02
C 3.744839 1.675543 -1.789353 0.15 -0.21 -0.21 0.02
H 4.539114 2.409354 -2.001600 -0.19 -0.06 0.10 -0.01
H 3.275873 1.412648 -2.747288 0.10 0.07 0.25 0.04
H 4.228079 0.774557 -1.387304 -0.16 0.21 -0.10 0.01
C -0.540107 -3.302831 0.694824 -0.55 -3.29 1.36 0.02
C 0.840202 -3.858827 0.247950 0.86 -2.33 1.00 0.00
C 1.522911 -3.790496 -1.146790 0.60 -0.91 0.20 -0.06
C 0.838883 -3.180788 -2.363399 0.18 0.32 -0.45 0.10
C 0.477916 -1.674178 -2.327800 -0.48 -0.50 -2.44 -1.48
C -1.087474 -1.494970 -2.460317 -0.56 -0.12 -3.24 -0.13
C -2.105104 -2.124087 -1.423640 -1.17 0.26 -0.84 0.11
C -1.703651 -3.229016 -0.386930 -0.54 -0.74 0.39 -0.05
H 1.621178 -4.856463 -1.438707 0.29 0.53 0.19 0.00
H -0.036171 -3.781154 -2.657784 0.15 0.27 0.28 -0.01
H 2.562522 -3.408543 -1.063250 -0.67 -0.10 -0.08 -0.01
H -1.608685 -4.199381 -0.903127 0.16 0.44 0.00 0.01
H -0.951700 -4.126482 1.313747 -0.31 -0.05 -1.06 0.02
H 0.863729 -4.941301 0.503503 -0.61 0.28 -0.62 -0.01
H -2.603865 -3.369964 0.234804 0.13 0.28 -0.34 -0.03
H -2.677104 -1.314873 -0.904325 0.25 -0.41 -0.15 0.01
H -1.323190 -2.064301 -3.382307 0.60 -0.52 0.66 0.00
H -2.861965 -2.637306 -2.045577 0.25 0.35 0.42 0.00
H 1.536560 -3.317212 -3.210867 -0.14 -0.06 0.45 0.04
H 0.826487 -1.232844 -3.281404 -0.03 -0.25 0.41 -0.15
P 1.592585 -3.235698 1.886625 -3.01 3.65 -2.64 -0.18
C 2.153268 -4.119827 3.335623 0.51 -0.67 0.75 0.04
C 2.806622 -2.044765 1.295193 1.62 0.04 1.13 -0.22
P -1.596632 0.116193 -3.748336 0.51 0.54 1.74 0.01
C -0.013544 -2.411023 1.816678 1.32 0.20 1.16 -0.02
C -1.069000 -0.519457 -5.401983 -0.01 -0.72 0.44 0.00
C -3.406842 -0.112104 -3.872898 -0.11 -0.26 0.23 0.00
H 1.649769 -3.692996 4.233816 0.19 -0.29 -0.74 0.00
H 3.239776 -4.017227 3.474621 -0.32 0.02 -0.15 0.00
H 1.941385 -5.197389 3.270110 -0.14 0.34 0.07 0.00
H 3.070163 -2.181582 0.233773 -0.29 0.11 0.51 0.05
H 3.725305 -2.183636 1.887585 0.12 0.32 -0.26 -0.02
H 2.431469 -1.015054 1.444103 0.06 -0.53 -0.15 0.34
H -3.667271 -1.168422 -4.016452 -0.15 0.20 -0.07 0.00
H -3.786526 0.480712 -4.716376 0.16 -0.19 0.17 0.00
H -3.881658 0.267738 -2.959398 0.07 -0.15 -0.20 0.00
H -0.643900 -1.966457 2.603571 0.34 -0.50 -0.22 -0.02
H 1.156512 -1.074631 -1.632297 -0.18 0.00 -0.10 1.77
H -1.414757 0.170280 -6.200505 0.16 -0.38 0.61 0.00
H -1.484581 -1.533625 -5.554611 0.24 0.39 -0.29 0.00
H 0.030514 -0.564056 -5.407753 -0.35 -0.01 -0.22 0.00
C -4.325785 1.869628 2.712023 -0.11 -0.08 0.04 0.00
C -2.826384 2.121286 2.913101 0.00 0.23 0.26 -0.01
C -2.564620 3.632325 2.901992 0.02 0.29 0.02 0.00
C -2.328897 1.511047 4.230795 -0.06 -0.12 0.23 0.00
C -2.065264 1.488986 1.837183 0.58 -0.94 -1.27 0.01
C -1.437063 0.906109 0.943194 -0.83 0.79 0.98 0.10
H -4.913126 2.336840 3.511008 0.13 -0.05 -0.06 0.00
H -4.537791 0.795085 2.712195 0.01 0.16 -0.05 0.00
H -4.650374 2.296361 1.757309 0.02 -0.13 0.12 0.00
H -3.144005 4.139350 3.682384 0.06 -0.12 -0.08 0.00
H -1.503296 3.847876 3.076521 -0.19 -0.04 -0.02 0.00
H -2.846600 4.066674 1.934383 0.03 -0.08 0.20 0.00
H -2.487889 0.424479 4.227159 0.05 0.24 0.02 0.00
H -1.254873 1.700956 4.350063 -0.19 -0.06 0.02 0.00
H -2.850453 1.933403 5.096589 0.02 0.01 -0.11 0.00
```
Forces are in eV/Å.

* total charge: +1
* DFT total energy: -2527.23282 Ha
* LUMO (alpha / beta): -1.86 / -4.55 eV
* <S²>: 12.015
* 2S+1: 7
* HOMO-LUMO gap (alpha / beta): 3.5 / 3.2 eV

=====

2.
ORCA calculation (ωB97M-V/def2-TZVPD) on the ion C4H13N2S with charge +1 in a non-equilibrium geometry.

The geometry in XYZ format:
```
20
Properties=species:S:1:pos:R:3:forces:R:3:lowdin_charge:R:1
N -0.001326 -3.066377 -0.528507 0.07 -1.17 -1.68 0.00
C -0.566895 -2.564058 0.653193 -2.56 -0.92 0.94 -0.29
C -1.539471 -1.502548 0.243733 0.67 2.91 -0.05 -0.09
N -0.837546 -0.484126 -0.819810 -1.28 -2.58 0.06 0.05
C 0.176308 0.414103 -0.083851 0.06 -0.92 0.77 -0.25
C 0.026126 1.902402 -0.181510 -3.04 -0.77 -3.24 -0.63
S 1.458473 2.752356 0.429216 0.06 0.87 -0.74 0.78
H 0.776820 -3.688129 -0.341971 0.05 0.01 -0.23 0.11
H -0.767382 -3.630336 -0.920081 0.92 -0.05 -0.47 0.12
H 0.151688 -2.066486 1.260955 0.66 -0.31 0.93 0.11
H -1.241571 -3.383096 1.151190 1.53 1.64 0.05 0.17
H -1.609873 -0.800615 1.044528 -1.20 -0.01 0.87 0.11
H -2.472010 -1.811058 -0.174735 -0.52 -0.24 -0.28 0.12
H -1.647677 -0.182487 -1.482919 2.37 0.11 1.42 0.22
H -0.339231 -1.345605 -1.193198 0.40 1.05 -0.98 0.12
H -0.113723 0.286509 0.929488 0.27 -0.95 1.14 0.09
H 1.208742 0.031742 -0.194242 -0.69 0.12 -0.54 0.14
H -0.916997 2.103565 0.358035 0.57 0.49 0.08 0.09
H -0.356839 1.953713 -1.284932 1.47 1.25 1.43 0.13
H 1.288186 3.848718 -0.370749 0.19 -0.51 0.51 -0.09
```
Forces are in eV/Å.

* total charge: +1
* DFT total energy: -667.58401 Ha
* LUMO: -3.06 eV
* SMILES: NCC[NH2+]CCS
* HOMO-LUMO gap: 9.7 eV
* energy relative to the best compared isomer or geometry (same formula, charge and spin): 2.6068 eV

=====

3.
ORCA calculation (ωB97M-V/def2-TZVPD) on a cluster of 2 separate species, CH3N3O in total in a non-equilibrium geometry.

The geometry in XYZ format:
```
8
Properties=species:S:1:pos:R:3:forces:R:3:lowdin_charge:R:1
C -1.570170 0.091329 -0.195081 1.26 0.91 0.96 -0.22
N -0.699786 0.662713 0.400376 0.17 0.06 0.07 -0.05
N -2.562393 -0.624157 -0.121555 -1.16 -1.20 0.73 0.16
N 2.233289 -0.419374 -0.180256 -0.28 1.52 -1.74 0.10
O 0.229056 1.360348 0.666113 1.14 0.80 0.15 0.05
H 2.781898 0.464115 -0.189225 -0.37 -0.50 -0.07 -0.01
H -2.968854 -0.661807 -1.005719 -1.42 -0.56 -1.87 0.03
H 2.556962 -0.873168 0.625347 0.66 -1.04 1.78 -0.06
```
Forces are in eV/Å.

* DFT total energy: -279.18336 Ha
* LUMO (alpha / beta): -1.34 / -0.62 eV
* HOMO-LUMO gap (alpha / beta): 8.0 / 8.8 eV
* energy relative to the best compared isomer or geometry (same formula, charge and spin): 6.6361 eV